{
  "formula": "C4H5NOS",
  "method": "wB97M-V/def2-TZVPD",
  "charge": 0,
  "homo_lumo_gap_ev": 8.964,
  "e_lumo_ev": 0.71,
  "smiles": "C=CC1=NSCO1",
  "homo_energy_ev": -8.3,
  "species": ["C", "C", "C", "N", "S", "C", "O", "H", "H", "H", "H", "H"],
  "positions_angstrom": [[2.93380, 0.26858, 0.00770], [1.96009, -0.63562, -0.00848], [0.53284, -0.30624, 0.00077], [-0.38598, -1.17923, 0.00082], [-1.91910, -0.41994, 0.00028], [-1.17043, 1.25957, -0.00312], [0.23974, 1.02040, 0.00182], [2.71448, 1.31985, -0.01566], [3.99343, -0.01846, -0.00144], [2.15375, -1.68404, 0.00795], [-1.46435, 1.83877, 0.90805], [-1.44562, 1.83655, -0.90475]],
  "mulliken_charge": [-0.673, -0.296, 0.698, -0.494, -0.042, -0.261, -0.330, 0.284, 0.250, 0.359, 0.250, 0.257]
}


{
  "formula": "BrH3Si",
  "method": "wB97M-V/def2-TZVPD",
  "charge": 0,
  "homo_lumo_gap_ev": [9.209, 4.284],
  "e_lumo_ev": [-1.34, -3.51],
  "homo_energy_ev": [-10.6, -7.8],
  "species": ["Si", "Br", "H", "H", "H"],
  "positions_angstrom": [[-0.82330, 0.06786, -0.09433], [3.12972, 0.04057, -0.07639], [-2.18502, 0.00744, 0.59106], [0.13730, 1.16098, -0.30933], [-0.25871, -1.27685, -0.11100]],
  "mulliken_charge": [0.269, -0.179, -0.016, -0.038, -0.035]
}


{
  "formula": "C5H37NO13",
  "method": "wB97M-V/def2-TZVPD",
  "charge": 1,
  "multiplicity": 2,
  "homo_lumo_gap_ev": [8.986, 5.212],
  "e_lumo_ev": [-3.79, -7.57],
  "homo_energy_ev": [-12.8, -12.8],
  "species": ["C", "N", "C", "C", "C", "C", "H", "H", "H", "H", "H", "H", "H", "H", "H", "H", "H", "H", "H", "O", "H", "H", "O", "H", "H", "O", "H", "H", "O", "H", "H", "O", "H", "H", "O", "H", "H", "O", "H", "H", "O", "H", "H", "O", "H", "H", "O", "H", "H", "O", "H", "H", "O", "H", "H", "O"],
  "positions_angstrom": [[-2.93481, 0.13001, 3.26217], [-1.40875, -0.10634, 3.11498], [-0.75847, 0.66438, 2.08414], [0.52225, 1.15239, 2.08874], [1.02340, 2.04047, 1.03594], [-1.58520, 1.04583, 0.84826], [-3.39075, -0.78235, 3.83498], [-3.19070, 0.96232, 3.97137], [-3.34393, 0.37779, 2.24266], [-1.12425, 0.06374, 4.00554], [1.17040, 0.92811, 2.89836], [1.47540, 3.06576, 1.35033], [1.93472, 1.69105, 0.43025], [0.23543, 2.11976, 0.31772], [-2.67294, 0.75643, 0.62567], [-1.22679, 0.64874, -0.11718], [-1.75770, 2.16284, 0.93711], [2.83166, -0.09231, -3.72409], [1.71008, -1.26506, -3.62761], [2.05910, -0.62803, -4.29119], [0.23170, 4.24196, 0.29716], [-1.05964, 4.09966, -0.42117], [-0.34144, 4.70946, -0.19569], [-3.49709, -0.44965, -0.00911], [-3.64510, -1.73545, 0.72079], [-4.04869, -0.84326, 0.78406], [-1.92049, -1.16536, -2.07587], [-1.38330, -2.77822, -2.04999], [-1.76030, -2.00373, -2.59202], [2.02195, -0.91037, 1.67637], [1.42318, -2.33153, 2.37075], [1.56226, -1.89964, 1.61721], [-3.77823, -0.33590, -2.47196], [-3.40718, 0.94998, -1.86577], [-3.35212, 0.03415, -1.77192], [4.43255, 1.45222, -0.80951], [4.04007, 0.15442, -0.17018], [3.77959, 0.83594, -0.80512], [0.89652, -2.26041, -1.37580], [0.33559, -2.54155, -2.59413], [1.15020, -2.18579, -2.25126], [3.85904, -2.33244, -0.50674], [3.63833, -2.12783, 1.11678], [3.85547, -1.79920, 0.25431], [0.25818, 2.95555, -2.15383], [-0.22771, 1.48982, -2.32318], [-0.51701, 2.40801, -2.04784], [0.18275, -2.21406, 0.62742], [-0.57982, -1.13357, 0.05156], [-0.48974, -2.13696, -0.10312], [0.80647, -1.56757, 4.58188], [-0.42849, -1.92537, 3.99426], [0.54861, -2.23259, 4.10822], [2.64299, 1.56178, -2.53938], [1.54910, 1.21054, -3.66108], [1.70610, 1.69194, -2.86499]],
  "mulliken_spin": [-0.004, 0.293, 0.249, 0.283, -0.009, 0.022, 0.006, 0.023, 0.003, -0.012, -0.009, 0.048, 0.079, 0.002, -0.002, -0.001, 0.015, 0.000, 0.000, 0.000, 0.000, -0.001, 0.002, 0.000, 0.000, 0.000, 0.000, 0.000, 0.000, -0.006, 0.001, 0.010, 0.000, 0.000, 0.000, 0.000, 0.000, 0.003, 0.000, 0.000, 0.000, 0.000, 0.000, 0.000, 0.000, 0.000, 0.000, -0.003, 0.005, 0.000, 0.000, -0.003, 0.005, 0.000, 0.000, 0.000]
}


{
  "formula": "H32O16",
  "method": "wB97M-V/def2-TZVPD",
  "charge": 0,
  "homo_lumo_gap_ev": 10.607,
  "e_lumo_ev": -0.37,
  "homo_energy_ev": -11.0,
  "species": ["O", "H", "H", "O", "H", "H", "O", "H", "H", "O", "H", "H", "O", "H", "H", "O", "H", "H", "O", "H", "H", "O", "H", "H", "O", "H", "H", "O", "H", "H", "O", "H", "H", "O", "H", "H", "O", "H", "H", "O", "H", "H", "O", "H", "H", "O", "H", "H"],
  "positions_angstrom": [[-2.09567, 4.03137, 1.44721], [-2.21303, 4.07874, 0.43339], [-2.69230, 4.56349, 1.95537], [2.16217, 2.57213, -0.00733], [2.81176, 2.97857, -0.62790], [1.86914, 3.44297, 0.49965], [2.05788, -0.81360, -4.70791], [1.41841, -0.22772, -4.36588], [2.02610, -1.36038, -4.04101], [0.42871, -1.45625, -2.21025], [-0.32396, -1.73650, -1.71560], [-0.29043, -1.07421, -2.79671], [3.07866, 3.15122, -3.22838], [3.99476, 3.03670, -2.97970], [2.45894, 3.29307, -2.42828], [-1.00773, 0.21045, 2.49556], [-0.30719, -0.20098, 2.84801], [-1.18188, 0.43798, 1.64536], [-3.73457, 3.21174, -1.42491], [-3.34557, 2.23785, -1.22246], [-2.80426, 3.58384, -1.56344], [2.03962, -4.20118, 0.00177], [2.26017, -3.74497, 0.79294], [2.77930, -4.83608, -0.12265], [-0.95483, 0.42040, -0.66418], [-0.23730, -0.05545, -1.16127], [-0.50664, 0.91712, -0.11886], [2.44231, 0.51954, 4.30326], [2.71706, 0.46545, 3.37235], [2.78847, -0.18173, 4.79180], [-2.56494, -3.61774, 0.05337], [-2.39154, -3.42607, 0.99616], [-2.91533, -2.87126, -0.31858], [-1.49385, 2.58348, -2.73069], [-0.80377, 1.93894, -2.38472], [-2.36066, 1.90722, -2.79673], [1.25068, -4.63804, -3.01780], [1.77725, -3.76863, -3.04894], [0.74272, -4.59208, -2.24779], [0.37453, 3.17730, 3.84992], [0.53176, 3.13056, 4.81987], [0.17697, 2.35945, 3.68651], [1.55119, -2.95296, 3.18646], [1.18707, -2.15948, 3.36486], [1.28763, -3.47516, 3.91874], [-3.62781, -2.14676, 2.13044], [-4.44614, -2.67153, 2.04786], [-3.25814, -2.39861, 2.95533]],
  "mulliken_charge": [-0.598, 0.327, 0.277, -0.642, 0.241, 0.370, -0.561, 0.289, 0.299, -0.756, 0.273, 0.336, -0.599, 0.311, 0.327, -0.553, 0.248, 0.263, -0.639, 0.303, 0.372, -0.570, 0.278, 0.301, -0.651, 0.405, 0.358, -0.600, 0.317, 0.291, -0.602, 0.347, 0.270, -0.704, 0.303, 0.358, -0.619, 0.308, 0.287, -0.552, 0.305, 0.263, -0.548, 0.281, 0.290, -0.623, 0.313, 0.307]
}


{
  "formula": "C29H79N3NbO15",
  "method": "wB97M-V/def2-TZVPD",
  "charge": -1,
  "homo_lumo_gap_ev": 7.301,
  "e_lumo_ev": 1.87,
  "homo_energy_ev": -5.4,
  "species": ["C", "C", "O", "Nb", "C", "C", "O", "C", "O", "C", "C", "O", "O", "C", "C", "O", "C", "C", "N", "N", "N", "H", "H", "H", "H", "H", "H", "H", "H", "H", "H", "H", "H", "H", "H", "H", "H", "H", "H", "H", "H", "H", "H", "H", "H", "H", "C", "C", "O", "H", "H", "H", "H", "H", "H", "C", "C", "O", "H", "H", "H", "H", "H", "H", "C", "C", "O", "H", "H", "H", "H", "H", "H", "C", "C", "O", "H", "H", "H", "H", "H", "H", "C", "C", "O", "H", "H", "H", "H", "H", "H", "C", "C", "O", "H", "H", "H", "H", "H", "H", "C", "C", "O", "H", "H", "H", "H", "H", "H", "C", "C", "O", "H", "H", "H", "H", "H", "H", "C", "C", "O", "H", "H", "H", "H", "H", "H"],
  "positions_angstrom": [[-3.31437, -3.25615, -2.27676], [-2.58310, -1.97140, -1.87291], [-1.62047, -1.57331, -2.85210], [0.29984, -1.85831, -2.77205], [0.63140, -0.89698, -0.70994], [-0.17351, 0.37010, -0.54525], [-0.49000, 0.72214, 0.85927], [0.53664, 0.74988, 1.70278], [0.47624, 0.35587, 2.83903], [0.32971, -3.94700, -1.79867], [1.56973, -4.47504, -1.23937], [1.85690, -4.73059, -0.10689], [2.55223, -4.73090, -2.23649], [3.79076, -4.17561, -2.19656], [4.18671, -3.43484, -0.95279], [4.49869, -4.32396, -3.14700], [0.79283, -0.00165, -3.93492], [1.91762, 0.10087, -4.98012], [3.18866, 0.20089, -4.25696], [1.71231, 1.32365, -5.79384], [1.97076, -1.00466, -5.94948], [-4.28201, -3.02172, -2.74074], [-3.45257, -3.93326, -1.42441], [-2.71375, -3.77351, -3.04245], [-3.30455, -1.14177, -1.77889], [-2.10847, -2.08717, -0.88345], [0.33149, -2.83440, -4.32299], [2.11524, -2.02677, -2.83760], [0.39787, -1.62447, 0.09057], [1.70862, -0.67543, -0.61275], [-1.17857, 0.32501, -0.99086], [0.35040, 1.22964, -0.99545], [1.44941, 1.24334, 1.31179], [0.00413, -4.59320, -2.62818], [-0.40369, -3.98165, -0.97506], [3.79582, -3.91002, -0.05071], [3.77848, -2.41420, -1.02850], [5.28476, -3.39340, -0.93553], [-0.15445, 0.26813, -4.43878], [1.00722, 0.78297, -3.18836], [3.95714, 0.12261, -4.92379], [3.25325, -0.58267, -3.60887], [2.13084, 1.14452, -6.70499], [2.24264, 2.07988, -5.36472], [1.03465, -1.31136, -6.20738], [2.40936, -1.81275, -5.51131], [-1.71983, 5.03531, 3.12649], [-0.60360, 4.79845, 2.12812], [0.62539, 4.45155, 2.76102], [-1.43354, 5.82232, 3.82695], [-2.65001, 5.31823, 2.63442], [-1.91499, 4.12582, 3.70034], [-0.40084, 5.70385, 1.55581], [-0.89528, 4.01494, 1.42023], [0.47009, 3.63907, 3.25802], [2.68350, 1.88765, 5.50684], [2.20392, 0.73857, 6.37017], [0.79485, 0.77221, 6.57959], [2.42036, 2.84185, 5.96749], [3.76337, 1.84859, 5.35763], [2.19800, 1.83867, 4.52945], [2.65561, 0.78197, 7.36246], [2.48076, -0.21756, 5.91291], [0.38249, 0.70243, 5.70857], [3.18118, -6.90210, -5.44290], [3.11887, -5.49725, -6.01531], [2.02168, -4.74980, -5.52051], [2.25390, -7.43939, -5.65531], [4.01748, -7.46349, -5.86724], [3.31453, -6.85499, -4.36218], [2.97688, -5.53335, -7.09905], [4.05842, -4.98127, -5.81390], [2.10838, -4.66917, -4.55445], [5.82761, -0.74246, 7.42786], [6.34130, -0.87046, 6.00893], [6.18336, 0.33655, 5.27094], [4.77225, -0.46698, 7.42551], [5.94335, -1.67600, 7.98119], [6.38558, 0.03363, 7.95515], [5.78529, -1.62580, 5.45432], [7.39673, -1.16742, 6.01871], [6.68360, 1.02306, 5.72672], [-5.12910, -3.34075, -7.11878], [-5.33545, -3.20740, -5.62329], [-4.60467, -2.11841, -5.07846], [-4.07083, -3.47607, -7.34522], [-5.68476, -4.18857, -7.52387], [-5.47639, -2.42850, -7.60359], [-4.97699, -4.09140, -5.09449], [-6.40510, -3.09641, -5.40502], [-4.90525, -1.31520, -5.51937], [-7.01794, 6.28260, 2.35495], [-6.08506, 5.28045, 1.70471], [-5.10563, 4.79150, 2.61652], [-6.45052, 7.11395, 2.77024], [-7.74729, 6.66791, 1.64004], [-7.56388, 5.81785, 3.17981], [-5.51801, 5.74308, 0.89702], [-6.65095, 4.44569, 1.27659], [-5.56739, 4.35635, 3.34170], [9.98208, -2.01021, 9.17527], [9.99587, -0.75902, 8.31918], [8.83739, 0.04558, 8.50614], [9.09173, -2.60289, 8.96376], [10.86362, -2.62328, 8.98334], [9.97529, -1.75311, 10.23736], [9.99080, -1.01847, 7.26067], [10.90221, -0.17521, 8.51355], [8.80267, 0.31850, 9.42954], [-7.20850, 0.88932, -9.62022], [-7.23208, -0.57105, -9.21342], [-7.12596, -0.75232, -7.80606], [-6.29497, 1.36621, -9.26482], [-7.25673, 0.99142, -10.70513], [-8.06038, 1.42436, -9.19333], [-6.37548, -1.09990, -9.63128], [-8.13966, -1.05492, -9.59078], [-7.87392, -0.31359, -7.38582], [-5.88828, 6.53550, 7.24621], [-5.29194, 7.35679, 6.12004], [-6.27586, 7.85551, 5.22025], [-6.46280, 5.70051, 6.84374], [-5.10607, 6.13898, 7.89449], [-6.55795, 7.14423, 7.85914], [-4.63370, 6.74539, 5.50289], [-4.69566, 8.18034, 6.52740], [-6.88000, 8.42605, 5.70781]],
  "mulliken_charge": [-1.010, -0.325, -0.766, -0.660, -0.571, -0.392, -0.396, 0.183, -0.575, -0.957, 0.503, -0.627, -0.158, 0.723, -1.028, -0.559, -1.223, 1.205, -0.710, -0.774, -0.711, 0.250, 0.351, 0.233, 0.456, 0.246, 0.043, 0.211, 0.500, 0.543, 0.080, 0.415, 0.405, 0.603, 0.441, 0.363, 0.075, 0.364, 0.596, 0.093, 0.282, 0.254, 0.310, 0.296, 0.262, 0.201, -0.840, -0.227, -0.495, 0.276, 0.189, 0.344, 0.338, 0.151, 0.245, -0.551, -0.166, -0.579, 0.279, 0.232, -0.003, 0.240, 0.209, 0.338, -0.977, -0.277, -0.476, 0.266, 0.351, 0.249, 0.371, 0.234, 0.183, -0.621, -0.240, -0.509, 0.088, 0.309, 0.161, 0.336, 0.173, 0.290, -0.649, -0.224, -0.443, 0.312, 0.346, -0.142, 0.342, 0.247, 0.238, -0.953, -0.251, -0.432, 0.201, 0.375, 0.277, 0.290, 0.255, 0.249, -0.971, -0.284, -0.459, 0.235, 0.340, 0.319, 0.277, 0.274, 0.280, -1.082, -0.211, -0.481, 0.294, 0.328, 0.324, 0.281, 0.277, 0.270, -1.027, -0.110, -0.468, 0.262, 0.328, 0.325, 0.179, 0.268, 0.262]
}